(one)
A structure of composition C5H4O2. Source: the OMol25 dataset; level of theory: ωB97M-V/def2-TZVPD.

* gap between HOMO and LUMO: 8.97 eV
* highest occupied orbital energy: -8.624 eV
* E_LUMO: 0.34 eV

Last column: Löwdin charge in e.
Geometry (Å):
C  -0.116  -1.065  0.272  -0.2042
C  0.145  0.398  0.671  -0.0556
C  1.456  0.172  -0.079  -0.4809
C  -1.123  -0.290  -0.497  -0.0337
C  -0.489  0.878  -0.789  0.0442
O  1.162  -1.166  -0.363  0.0694
O  2.495  0.741  -0.191  0.1345
H  -0.379  -1.880  0.934  0.1562
H  -0.029  0.949  1.583  0.1533
H  -2.163  -0.574  -0.582  0.1197
H  -0.958  1.837  -0.956  0.0969

=====

(two)
The molecule C5H4O2. Source: the OMol25 dataset; level of theory: ωB97M-V/def2-TZVPD.

* SMILES string: O=C=C/C=C\C=O
* gap between HOMO and LUMO: 8.60 eV
* highest occupied orbital energy: -8.662 eV
* E_LUMO: -0.06 eV

Last column: Löwdin charge in e.
Geometry (Å):
O  0.971  1.021  1.968  0.2184
C  0.051  0.661  1.360  -0.2011
C  -1.115  0.392  0.785  -0.0759
C  -1.123  -0.083  -0.582  -0.1019
C  0.039  -0.506  -1.101  -0.0733
C  1.313  -0.515  -0.319  -0.3078
O  1.749  -1.303  0.491  0.0735
H  -1.979  0.589  1.404  0.1178
H  -2.044  -0.020  -1.163  0.1132
H  0.216  -0.573  -2.170  0.1084
H  1.922  0.336  -0.673  0.1287

=====

The winner here is (two), beating the second structure by 213.5 kJ/mol.